1.
Below is a gas-phase ion, C5H12NO2 (charge +1) at a distorted geometry, with properties calculated with ωB97M-V with the def2-TZVPD basis set.

Summary:
LUMO level	-3.585	eV
total charge	+1
SMILES	C[C@H]([NH3+])CCC(=O)O
maximum force	2.24	eV/A
frontier orbital gap	10.22	eV

Each line ends with the natural charge from an NBO analysis.
Geometry (Å):
C  1.29286  1.41489  -0.55777  -0.670
C  0.16262  1.18963  0.43576  0.006
C  -0.51170  -0.19292  0.36650  -0.433
C  -0.35841  -0.93548  -0.97720  -0.521
C  -1.25668  -2.14543  -0.88867  0.789
O  -2.38322  -1.99430  -1.63616  -0.682
O  -1.09085  -3.08918  -0.17244  -0.564
N  0.88970  1.20448  1.87744  -0.683
H  1.37673  0.76761  -1.42570  0.265
H  2.28294  1.20737  -0.12364  0.220
H  1.43258  2.44420  -0.84020  0.254
H  -0.52902  2.01444  0.56070  0.234
H  -1.59440  -0.12440  0.46228  0.250
H  -0.14692  -0.87748  1.12904  0.228
H  -0.52566  -0.35301  -1.87737  0.246
H  0.61775  -1.38573  -1.20606  0.243
H  -2.79933  -2.86802  -1.70442  0.507
H  0.83564  0.33175  2.39353  0.442
H  1.84044  1.43136  1.77562  0.431
H  0.46494  1.96020  2.40878  0.440

***

2.
Below is a molecular structure, BrN4O12Pb3 at a distorted geometry, with properties calculated with ωB97M-V with the def2-TZVPD basis set.

Summary:
LUMO level	-6.994	eV
total charge	+1
maximum force	8.32	eV/A
frontier orbital gap	3.79	eV

Each line ends with the natural charge from an NBO analysis.
Geometry (Å):
Pb  -0.09407  -0.61873  -1.92570  1.695
Pb  -0.36789  0.22946  3.46922  1.539
Pb  3.96989  -0.19531  1.12629  1.642
Br  1.73615  2.02822  2.59828  -0.610
N  -3.38545  -1.95677  -1.24572  0.705
O  -2.20988  -1.95202  -1.65151  -0.672
O  -4.32936  -1.71451  -2.11710  -0.469
O  -3.54534  -1.64526  -0.08157  -0.443
N  -1.90907  1.36666  0.76087  0.735
O  -1.04654  0.99494  -0.12749  -0.594
O  -2.21972  2.54626  0.88011  -0.307
O  -2.05541  0.70238  1.82697  -0.611
N  1.11221  -1.52503  0.88084  0.749
O  0.15435  -1.61368  0.06501  -0.464
O  0.92575  -0.72401  1.81148  -0.537
O  2.20591  -1.40066  0.31552  -0.561
N  2.73560  1.43071  -1.63800  0.766
O  3.67430  1.11086  -0.85261  -0.655
O  1.82175  0.61655  -1.66651  -0.629
O  2.82683  2.31993  -2.42839  -0.279

***

3.
Below is a single C20H20N2O4S molecule, with properties calculated with ωB97M-V with the def2-TZVPD basis set.

Summary:
LUMO level	0.142	eV
total charge	0
SMILES	C=CCn1c(C)cc(C(=O)COC(=O)c2ccc3c(c2)NC(=O)CS3)c1C
maximum force	0.89	eV/A
frontier orbital gap	8.41	eV

Each line ends with the natural charge from an NBO analysis.
Geometry (Å):
C  -1.49066  -5.41935  -1.65075  -0.380
C  -2.10904  -4.37314  -1.13874  -0.186
C  -1.89359  -2.95706  -1.59583  -0.254
N  -1.68429  -2.07245  -0.47629  -0.327
C  -2.63108  -1.30953  0.12037  0.248
C  -2.03596  -0.64417  1.19130  -0.263
C  -0.67546  -1.06955  1.22527  -0.264
C  -0.49188  -1.94860  0.20148  0.148
C  0.73163  -2.68933  -0.20412  -0.649
H  1.52954  -2.47426  0.50086  0.235
H  0.55168  -3.76416  -0.21426  0.226
H  1.06283  -2.38978  -1.19969  0.213
H  0.06938  -0.79249  1.94325  0.223
C  -2.69291  0.29094  2.07474  0.553
O  -3.89750  0.44239  2.15285  -0.561
C  -1.77119  1.13457  2.96150  -0.176
H  -1.33107  0.51203  3.75062  0.231
H  -2.36142  1.93302  3.42218  0.214
O  -0.73376  1.71727  2.18296  -0.503
C  0.51498  1.64945  2.65600  0.788
O  0.80981  1.18372  3.73015  -0.594
C  1.49962  2.19912  1.69264  -0.159
C  1.15895  2.41810  0.36318  -0.205
C  2.09762  2.91058  -0.53260  0.204
C  3.39599  3.17922  -0.08271  -0.220
C  3.72959  2.96750  1.25004  -0.209
C  2.79199  2.47741  2.13405  -0.163
H  3.03973  2.30201  3.16887  0.239
H  4.73220  3.19590  1.57559  0.227
S  4.59932  3.82568  -1.19229  0.292
C  3.96894  3.05708  -2.71387  -0.629
C  2.49919  3.34326  -2.93621  0.672
O  2.04332  3.64582  -4.01401  -0.582
N  1.70763  3.17790  -1.84422  -0.623
H  0.71199  3.25889  -2.01011  0.416
H  4.54954  3.45413  -3.54427  0.263
H  4.12631  1.97791  -2.64039  0.238
H  0.15561  2.20599  0.02726  0.234
C  -4.02899  -1.22118  -0.37050  -0.673
H  -4.51473  -2.19659  -0.34577  0.219
H  -4.06482  -0.84534  -1.39440  0.216
H  -4.58166  -0.54374  0.27345  0.275
H  -1.03171  -2.90495  -2.26667  0.215
H  -2.77741  -2.61639  -2.14382  0.227
H  -2.82207  -4.48740  -0.33351  0.206
H  -1.68150  -6.41952  -1.30275  0.207
H  -0.77468  -5.32090  -2.45080  0.192

***

4.
Below is a molecular structure, C25H37N9PSTi at a distorted geometry, with properties calculated with ωB97M-V with the def2-TZVPD basis set.

Summary:
multiplicity	3
LUMO level (spin up / spin down)	-2.006 / -2.022	eV
total charge	+1
maximum force	5.69	eV/A
<S²>	2.015
frontier orbital gap (spin up / spin down)	5.69 / 7.67	eV

Each line ends with the Mulliken spin population.
Geometry (Å):
Ti  0.99601  1.42024  2.46635  1.617
C  3.48630  0.73583  4.22385  0.008
C  2.36679  -0.08237  4.82558  0.007
N  1.15187  -0.26568  3.98858  -0.007
C  0.99904  -1.62986  3.44088  0.002
C  0.77830  -1.65966  1.93509  -0.004
N  1.28401  -0.36748  1.26655  -0.030
C  2.72166  -0.47338  0.85544  0.021
C  3.64699  0.02902  1.92120  0.005
N  3.11639  1.04926  2.81644  0.030
H  4.49851  0.22264  4.38863  -0.004
H  3.57622  1.63827  4.76385  0.000
H  2.10512  0.36093  5.77490  -0.005
H  2.69178  -1.07511  5.09127  0.001
H  0.41005  -0.15426  4.67333  0.005
H  0.10136  -2.11004  3.91305  0.001
H  1.89022  -2.21407  3.61887  0.000
H  -0.20489  -1.77114  1.61473  0.002
H  1.33424  -2.51371  1.48210  -0.001
H  0.81601  -0.35453  0.37377  0.004
H  2.77901  0.12993  -0.05090  -0.012
H  3.15431  -1.52051  0.68270  0.005
H  4.59163  0.29560  1.41887  0.005
H  3.90421  -0.83446  2.54688  -0.005
H  3.56987  1.95816  2.64250  0.008
C  -3.20405  -1.64163  2.35797  0.015
C  -3.34861  -0.15467  2.67736  0.006
C  -2.10913  0.49267  2.52182  0.207
N  -1.00292  0.77977  2.33143  -0.113
H  -4.24852  -1.97107  2.08497  -0.001
H  -2.85264  -2.24375  3.20949  -0.001
H  -2.49590  -1.81441  1.55104  -0.003
H  -3.64646  -0.07309  3.69668  0.009
H  -4.10687  0.28630  2.01765  0.008
S  2.13931  2.81709  -1.51908  0.054
C  1.47277  2.85951  -0.02616  0.123
N  0.95970  2.74798  1.07908  -0.057
C  -1.09707  0.66539  -3.64985  -0.002
P  -0.89611  -1.08773  -3.17178  -0.001
C  0.24219  -1.51321  -4.54581  -0.001
C  0.08034  -2.46552  -5.52160  0.000
C  1.11110  -2.93186  -6.31469  0.000
C  2.34914  -2.28397  -6.21627  0.000
C  2.53900  -1.18085  -5.36424  0.000
C  1.48701  -0.83457  -4.48915  -0.001
C  -2.42896  -1.90518  -3.56028  0.000
C  -3.34772  -1.29591  -4.44296  0.000
C  -4.49432  -2.01664  -4.84186  0.000
C  -4.89131  -3.12022  -4.12617  0.000
C  -4.02690  -3.70637  -3.19316  0.000
C  -2.76388  -3.12314  -2.94101  0.000
H  -1.04092  0.68211  -4.75131  0.000
H  -0.32193  1.31552  -3.17735  0.003
H  -2.05700  1.09075  -3.26980  0.001
H  -0.90045  -2.82878  -5.74878  0.000
H  0.97986  -3.64582  -7.09645  0.000
H  3.18804  -2.67121  -6.80932  0.000
H  3.53159  -0.77738  -5.26158  0.000
H  1.59773  -0.12138  -3.63735  0.003
H  -3.03158  -0.41939  -4.96590  0.000
H  -5.00626  -1.73632  -5.77288  0.000
H  -5.84480  -3.64899  -4.27119  0.000
H  -4.24362  -4.63523  -2.76495  0.000
H  -2.04181  -3.62432  -2.32267  0.000
N  -0.20544  7.03963  3.31733  0.011
C  -0.31802  5.76589  3.01719  0.020
N  -0.62777  5.36733  1.78005  0.008
N  -0.19817  4.96086  4.11772  0.009
C  0.17174  3.77165  4.02284  0.091
N  0.59522  2.64365  3.96800  -0.044
H  -0.07891  7.72099  2.53977  0.000
H  0.26297  7.26150  4.14401  -0.001
H  -1.01226  6.00311  1.09822  0.000
H  -0.58236  4.38732  1.56648  0.005

***

Question: The lowest maximum force belongs to which entry?
Answer: C20H20N2O4S